The following is a quantum chemistry calculation of a 12-piece molecular cluster, C48H72N4O32S2 overall in a non-equilibrium geometry, from the OMol25 dataset.

```
158
Properties=species:S:1:pos:R:3:mulliken_charge:R:1
C 4.079 7.674 -6.497 -0.642
O 3.176 6.788 -5.858 -0.324
C 3.252 6.724 -4.479 0.752
O 3.919 7.413 -3.687 -0.610
O 2.465 5.804 -4.106 -0.231
C 2.476 5.288 -2.760 -0.504
H 3.749 7.833 -7.523 0.227
H 5.003 7.097 -6.525 0.284
H 4.128 8.642 -5.999 0.294
H 2.159 4.246 -2.727 0.007
H 1.742 5.835 -2.168 0.314
H 3.367 5.388 -2.141 0.382
C 6.682 -1.390 -0.009 -0.806
O 5.597 -0.938 -0.743 0.179
C 5.236 -1.654 -1.860 0.608
O 5.895 -2.653 -2.097 -0.612
O 4.327 -0.947 -2.583 -0.084
C 3.816 -1.445 -3.826 -0.902
H 6.815 -0.797 0.896 0.237
H 7.626 -1.291 -0.544 0.359
H 6.661 -2.395 0.412 0.126
H 3.248 -0.669 -4.340 0.303
H 3.294 -2.397 -3.728 0.348
H 4.701 -1.450 -4.461 0.414
C -2.534 3.777 -1.336 0.129
O -2.865 4.701 -0.370 -0.255
C -3.902 5.591 -0.575 0.760
O -4.655 5.608 -1.492 -0.560
O -3.975 6.414 0.491 -0.329
C -4.889 7.476 0.621 -0.725
H -1.474 3.552 -1.217 -0.181
H -2.677 4.062 -2.379 0.507
H -3.070 2.841 -1.183 -0.196
H -4.401 8.290 1.157 0.273
H -5.787 7.163 1.154 0.276
H -5.203 7.912 -0.327 0.345
C 5.449 -3.597 5.390 -0.669
O 4.641 -2.440 5.089 -0.337
C 4.810 -1.808 3.916 0.844
O 5.756 -1.926 3.131 -0.569
O 3.801 -0.881 3.719 -0.275
C 3.932 0.061 2.727 -0.467
H 5.487 -4.064 6.375 0.292
H 6.435 -3.142 5.298 0.321
H 5.395 -4.356 4.610 0.221
H 3.270 0.886 2.993 0.053
H 3.539 -0.270 1.766 0.147
H 4.968 0.400 2.745 0.502
C 2.561 3.933 2.790 -0.447
O 3.855 3.667 2.365 -0.317
C 4.156 3.475 1.053 0.656
O 3.371 3.657 0.109 -0.416
O 5.381 2.948 1.048 -0.321
C 5.916 2.254 -0.053 -0.424
H 2.427 3.584 3.814 0.257
H 1.789 3.396 2.240 0.026
H 2.315 4.995 2.781 0.374
H 5.147 1.837 -0.702 0.097
H 6.532 1.426 0.298 0.158
H 6.633 2.866 -0.600 0.416
C 0.100 0.679 4.595 -0.757
O 0.225 -0.546 3.771 -0.022
C 0.510 -1.665 4.362 0.372
O 0.519 -1.974 5.554 -0.620
O 1.095 -2.492 3.367 0.112
C 1.575 -3.785 3.704 -0.387
H 0.777 0.732 5.448 0.353
H -0.961 0.747 4.838 0.343
H 0.279 1.563 3.984 0.129
H 0.956 -4.616 3.367 0.048
H 1.771 -3.948 4.764 0.463
H 2.505 -4.019 3.186 -0.097
C -1.011 -2.659 -3.163 -0.786
C -2.193 -1.939 -3.384 -0.514
C -2.109 -0.599 -3.736 -0.344
C -0.900 0.066 -3.858 -0.372
C 0.268 -0.686 -3.740 0.243
C 0.207 -2.027 -3.424 -0.206
N -0.841 1.530 -4.161 1.170
O -1.824 2.229 -3.879 -0.601
O 0.168 2.000 -4.620 -0.663
H -0.984 -3.705 -2.896 0.520
H -3.181 -2.364 -3.289 0.561
H -3.062 -0.137 -3.947 0.301
H 1.224 -0.228 -3.946 0.319
H 1.101 -2.622 -3.301 0.055
C -2.571 -4.104 1.878 -0.811
C -2.662 -4.747 3.100 -0.622
C -2.025 -5.919 3.279 -0.325
C -1.376 -6.565 2.218 0.083
C -1.317 -5.911 0.953 -0.178
C -1.802 -4.613 0.829 -0.149
N -0.760 -7.949 2.375 0.987
O -0.017 -8.366 1.546 -0.587
O -1.170 -8.582 3.374 -0.594
H -3.085 -3.178 1.665 0.656
H -3.277 -4.281 3.855 0.431
H -2.031 -6.317 4.284 0.462
H -0.730 -6.332 0.150 0.331
H -1.732 -4.051 -0.090 0.320
C 4.813 -6.019 1.408 -0.884
C 5.146 -4.672 1.255 -0.857
C 4.132 -3.856 0.852 1.098
C 2.872 -4.316 0.387 -0.728
C 2.686 -5.677 0.406 -0.567
C 3.593 -6.506 0.975 -0.596
N 1.915 -3.462 -0.224 0.942
O 2.226 -2.278 -0.292 -0.082
O 0.878 -3.941 -0.719 -0.570
H 5.486 -6.732 1.861 0.398
H 6.092 -4.261 1.577 0.570
H 4.296 -2.789 0.821 0.297
H 1.773 -6.030 -0.051 0.396
H 3.311 -7.536 1.139 0.488
C -5.149 1.417 1.526 -0.379
C -5.076 2.712 1.138 -0.394
C -6.316 3.369 0.806 -0.053
C -7.508 2.720 1.009 -0.440
C -7.544 1.366 1.453 -0.382
C -6.366 0.687 1.687 -0.805
N -8.758 3.355 0.678 0.963
O -8.688 4.507 0.195 -0.565
O -9.851 2.797 1.029 -0.600
H -4.154 1.015 1.648 0.406
H -4.136 3.126 0.804 0.493
H -6.134 4.339 0.368 0.539
H -8.510 0.899 1.577 0.595
H -6.410 -0.350 1.986 0.528
O -1.241 1.475 1.221 -0.414
S -1.221 0.585 0.033 -0.289
O -2.451 0.401 -0.732 0.163
O -0.086 1.238 -0.990 0.372
C 1.125 1.836 -0.376 -0.026
C 2.231 1.208 -1.286 0.877
C -0.496 -1.004 0.600 0.654
H 1.408 1.640 0.658 -0.254
H 1.100 2.925 -0.366 0.531
H 1.962 0.283 -1.798 -0.531
H 3.226 1.067 -0.864 -0.569
H 2.368 1.836 -2.166 0.096
H -1.301 -1.485 1.155 0.250
H 0.352 -0.717 1.222 -0.283
H -0.180 -1.552 -0.288 -0.290
O -5.260 -1.107 -3.971 -0.584
S -6.230 -0.073 -3.577 1.244
O -6.938 0.601 -4.614 -0.670
O -7.271 -0.662 -2.445 -0.319
C -6.759 -1.442 -1.471 0.527
C -7.928 -1.702 -0.517 -1.506
C -5.464 1.286 -2.631 -0.683
H -6.028 -0.843 -0.928 -0.180
H -6.226 -2.244 -1.982 0.353
H -8.678 -0.919 -0.402 0.251
H -7.538 -2.123 0.410 0.389
H -8.412 -2.609 -0.878 0.450
H -4.691 1.624 -3.320 0.344
H -5.024 0.902 -1.710 -0.148
H -6.176 2.075 -2.390 0.525
```

2S+1: 1
Lowest unoccupied orbital energy in eV: -1.54
HOMO energy in eV: -9.980
Gap between HOMO and LUMO in eV: 8.44